The following is a quantum chemistry calculation of one molecule with the formula C3H4N2 in a non-equilibrium geometry, from OMol25.

Properties
E_LUMO ... -0.221 eV
F_max ... 2.23 eV/Å
HOMO energy ... -9.40 eV
ΔE to the lowest compared entry with this formula, charge and spin ... 4.608 eV

Geometry as ORCA input:
```
! RIJCOSX wB97M-V def2-TZVPD def2/J DEFGRID3
* xyz 0 1
C 0.9937 0.6122 0.7011
C 0.2169 -0.0263 -0.1358
C -1.1811 -0.3640 -0.2281
N 2.1716 0.3370 -0.3218
N 1.4065 -0.2873 -1.0978
H 0.9794 1.2180 1.6375
H -1.7015 0.3109 0.4186
H -1.2997 -1.2787 0.2533
H -1.5858 -0.5218 -1.2271
*
```